{"formula": "CH3N2O2S", "method": "the ωB97M-V functional and the def2-TZVPD basis", "energy_ha": -698.06225, "lumo_ev": 3.851, "de_lowest_kj_mol": 198.4, "total_charge": -1, "homo_lumo_gap_ha": 0.2385, "species": ["S", "O", "O", "N", "N", "C", "H", "H", "H"], "coordinates": [[1.40741, 0.70488, 0.62701], [-0.93765, 2.45728, -1.56587], [0.97639, 2.47119, -2.73671], [-0.58460, -0.20502, -0.77396], [0.78732, 0.07390, -0.83304], [0.12788, 2.36276, -1.98258], [1.65013, -0.39517, 1.34449], [-1.12193, 0.64227, -0.51882], [-0.81892, -0.79162, -0.02196]], "atomic_forces_ev_per_a": [[-0.2045, 0.5240, -0.2555], [-2.0383, 0.3260, 1.9734], [3.1286, 0.3630, -1.3510], [-1.2817, 1.2469, -0.6554], [0.8404, 0.8025, -0.5041], [-0.7721, -0.8631, -0.6962], [0.1732, -0.5773, 0.4827], [0.2172, -0.2666, -0.3467], [-0.0627, -1.5555, 1.3529]]}

---

{"formula": "C3H4N2O2S", "method": "the ωB97M-V functional and the def2-TZVPD basis", "energy_ha": -774.74946, "lumo_ev": 0.408, "de_lowest_kj_mol": 465.6, "homo_lumo_gap_ha": 0.3173, "smiles": "[H]/N=c1/c(O)con1S", "species": ["S", "O", "O", "N", "N", "C", "C", "C", "H", "H", "H", "H"], "coordinates": [[-1.08112, 1.93429, -0.53027], [0.82416, -2.49511, 0.96947], [0.35357, 0.16351, -1.39000], [-0.17840, 0.64013, -0.27552], [-0.50901, -0.00939, 1.98962], [-0.01553, -0.22860, 0.86453], [1.06683, -1.04942, -1.04149], [0.76142, -1.37457, 0.21347], [1.48918, -1.56834, -1.81287], [-0.22980, 2.92686, -0.96617], [-0.92933, 0.95295, 1.96193], [1.48145, -3.10696, 0.44797]], "atomic_forces_ev_per_a": [[-1.9886, 2.0264, -0.1612], [2.9203, -1.6230, -2.1491], [3.2273, -3.0315, -2.8201], [0.7316, -0.7370, 2.7516], [-0.1717, 0.7206, 0.9355], [0.2194, 0.5262, -2.9848], [-2.8856, 2.4080, 1.8940], [-1.6621, 1.2084, 1.7408], [1.0193, -0.9609, -1.8584], [0.2257, -0.6672, 0.6126], [0.2478, -1.1274, 0.2783], [-1.8835, 1.2573, 1.7609]]}

---

{"formula": "C3H6S2", "method": "the ωB97M-V functional and the def2-TZVPD basis", "energy_ha": -914.23046, "lumo_ev": -0.520, "de_lowest_kj_mol": 118.7, "homo_lumo_gap_ha": 0.3063, "smiles": "C[C@H](S)C=S", "species": ["S", "S", "C", "C", "C", "H", "H", "H", "H", "H", "H"], "coordinates": [[0.29862, -1.20891, -2.02797], [-1.13841, 1.71198, -0.11493], [-0.16228, -0.66098, 1.03585], [0.78936, 0.10015, -1.21146], [0.23561, 0.50829, 0.13254], [1.25824, 0.82288, -1.80523], [-0.95579, -1.30437, 0.60837], [-1.72455, 0.59552, -0.34407], [-0.36980, -0.27984, 2.02059], [0.73469, -1.25275, 1.03469], [1.03430, 0.96803, 0.67162]], "atomic_forces_ev_per_a": [[0.3760, -0.1324, 0.3161], [1.3521, 0.5180, 0.2893], [-0.0602, 0.0370, -1.2760], [-2.4377, -1.0269, -0.0793], [0.6781, -0.4114, 0.2620], [1.1858, 1.2946, -0.3337], [0.2189, 0.5477, 0.3891], [-1.9103, -0.9818, -0.6558], [-0.3155, -0.0962, 0.3428], [0.3495, -0.6597, 0.4632], [0.5632, 0.9109, 0.2823]]}